A molecular structure, C20H12F12MnN2O5, computed with ωB97M-V/def2-TZVPD.

```
52
Properties=species:S:1:pos:R:3:lowdin_charge:R:1
Mn -1.0995 0.3713 0.2998 1.018
C 2.4496 5.1028 -0.9872 -0.052
C 1.9945 3.6705 -0.9065 -0.263
C 1.7459 2.9240 -2.0572 -0.031
C 1.2778 1.6345 -1.9718 -0.014
C 1.0328 1.0248 -0.7341 -0.238
N 0.4119 -0.2293 -0.6196 -0.024
C 0.5758 -1.2858 -1.4937 -0.186
C 1.7443 -1.3788 -2.2617 -0.023
C 1.9362 -2.4085 -3.1628 -0.049
C 0.9782 -3.3975 -3.3312 -0.278
C 1.1467 -4.5075 -4.3349 -0.062
C -0.1421 -3.3429 -2.5138 0.005
C -0.3661 -2.3326 -1.5850 -0.045
C -1.5443 -2.4227 -0.5932 -0.330
O -2.0055 -1.2504 -0.0944 -0.156
C -1.0700 -3.3154 0.6031 -0.539
F -2.1093 -3.7645 1.3334 0.150
F -0.3680 -4.4015 0.2226 0.144
F -0.2873 -2.6075 1.4154 0.171
C -2.7818 -3.1187 -1.2492 -0.548
F -3.8975 -2.8979 -0.5580 0.163
F -2.6548 -4.4644 -1.3504 0.125
F -2.9950 -2.6543 -2.4917 0.152
C 1.2895 1.7643 0.4465 -0.062
C 1.7719 3.0694 0.3176 0.017
C 1.0806 1.0813 1.8267 -0.328
O -0.0862 0.3694 1.9176 -0.153
C 1.0202 2.1202 2.9841 -0.555
F 0.0784 3.0381 2.7222 0.156
F 0.6927 1.5388 4.1389 0.164
F 2.1742 2.7880 3.2119 0.129
C 2.3226 0.1624 2.0533 -0.541
F 2.3148 -0.3940 3.2749 0.157
F 3.4794 0.8509 1.9407 0.141
F 2.3845 -0.8345 1.1729 0.173
H 2.9054 5.3187 -1.9540 0.070
H 1.6069 5.7867 -0.8590 0.082
H 3.1773 5.3312 -0.2074 0.076
H 1.8997 3.3716 -3.0331 0.111
H 1.0563 1.0757 -2.8709 0.120
H 2.5142 -0.6311 -2.1309 0.111
H 2.8566 -2.4439 -3.7366 0.106
H 2.0948 -4.4140 -4.8661 0.066
H 1.1283 -5.4883 -3.8541 0.076
H 0.3464 -4.4974 -5.0785 0.075
H -0.8625 -4.1451 -2.5986 0.118
H 1.9667 3.6528 1.2055 0.116
O -2.5638 1.6630 0.9148 -0.058
N -2.0598 2.3491 -0.0857 -0.533
O -1.7022 3.4845 -0.0103 0.115
O -1.9768 1.6324 -1.1546 -0.036
```

Values from the calculation:
**LUMO energy (alpha / beta)**: 0.082 / 0.099 Ha
**Spin multiplicity**: 5
**Energy**: -3604.54675 a.u.
**Total charge**: -1



A molecular structure, C20H13Cl2N3O4Pm, computed with ωB97M-V/def2-TZVPD.

```
43
Properties=species:S:1:pos:R:3:lowdin_charge:R:1
Pm -0.2895 0.3320 -0.8922 1.868
O 0.6952 -3.6079 2.9610 0.071
C 1.1746 -2.4723 3.5049 -0.256
C 1.4666 -2.4911 4.8703 -0.001
C 1.9830 -1.3712 5.4852 -0.057
C 2.2242 -0.1940 4.7692 -0.075
C 1.9223 -0.1690 3.4299 -0.024
C 1.3912 -1.2928 2.7750 -0.092
C 1.0754 -1.1431 1.3550 -0.428
O 1.0846 0.0524 0.8366 -0.248
N 0.7563 -2.2370 0.6746 0.060
N 0.3058 -1.9341 -0.6018 -0.142
C 0.2755 -2.8186 -1.5068 -0.031
C -0.2207 -2.4040 -2.8484 -0.249
C -0.1972 -3.2640 -3.9211 0.009
C -0.6630 -2.8062 -5.1508 -0.015
C -1.1276 -1.5104 -5.2582 -0.021
C -1.1013 -0.7043 -4.1290 -0.094
N -0.6576 -1.1355 -2.9507 -0.009
H 0.6522 -3.4653 1.9903 0.069
H 1.2882 -3.4070 5.4177 0.124
H 2.2130 -1.4082 6.5430 0.112
H 2.6411 0.6756 5.2573 0.105
H 2.0906 0.7262 2.8473 0.114
H 0.6277 -3.8315 -1.3212 0.145
H 0.1732 -4.2728 -3.7985 0.128
H -0.6622 -3.4609 -6.0125 0.125
H -1.5045 -1.1181 -6.1919 0.121
H -1.4518 0.3196 -4.1648 0.121
Cl -1.4071 6.5274 1.4295 0.729
C -1.4240 4.9701 0.6864 -0.647
C -1.7194 3.8489 1.4495 -0.067
C -1.8049 2.6202 0.8188 -0.542
Cl -1.9141 1.1013 1.6764 0.785
C -1.7004 2.5213 -0.5648 -0.462
O -2.0511 1.3898 -1.1800 -0.283
C -1.0596 3.5756 -1.2379 -0.128
C -0.1419 3.2459 -2.3323 -0.116
O 0.3283 2.1132 -2.4594 -0.081
C -1.0317 4.8308 -0.6346 -0.027
H -1.8546 3.9367 2.5196 0.128
H 0.2362 4.0490 -2.9758 0.153
H -0.6214 5.6832 -1.1649 0.131
```

Values from the calculation:
**LUMO energy (alpha / beta)**: -0.152 / -0.152 Ha
**Spin multiplicity**: 5
**Energy**: -2763.82318 a.u.
**Total charge**: +1



A molecular structure, C20H13ClF6N2O2Pt, computed with ωB97M-V/def2-TZVPD.

```
45
Properties=species:S:1:pos:R:3:lowdin_charge:R:1
Pt 0.1902 -0.4931 -0.7316 1.246
Cl 5.8548 -0.3768 3.7331 0.647
C 4.7212 -0.3663 2.4135 -0.676
C 5.1235 0.1272 1.1599 -0.085
C 4.2453 0.1547 0.1153 0.009
C 2.9072 -0.3030 0.2483 -0.327
O 2.1533 -0.2161 -0.7960 -0.215
C 2.5231 -0.8328 1.5163 -0.128
C 1.2388 -1.3772 1.8122 -0.059
N 0.2825 -1.6055 0.9676 -0.067
C -0.9989 -2.0141 1.4102 -0.188
C -1.2589 -2.7728 2.5203 0.000
C -2.5863 -3.1069 2.8572 -0.058
C -3.6319 -2.7215 2.0675 -0.024
C -3.3902 -1.9844 0.8854 -0.144
C -4.4033 -1.6236 -0.0354 0.009
C -4.0648 -0.9893 -1.1916 -0.016
C -2.7151 -0.6692 -1.4386 -0.070
N -1.7621 -0.9443 -0.5798 -0.070
C -2.0727 -1.6200 0.5749 -0.141
C 3.4532 -0.8286 2.5855 -0.073
H 6.1336 0.4944 1.0348 0.109
H 4.5332 0.5485 -0.8497 0.124
H 1.0482 -1.5995 2.8607 0.130
H -0.4477 -3.1323 3.1389 0.115
H -2.7675 -3.6966 3.7456 0.111
H -4.6480 -2.9984 2.3168 0.117
H -5.4330 -1.8791 0.1817 0.124
H -4.8068 -0.7148 -1.9270 0.116
H -2.4170 -0.1509 -2.3359 0.101
H 3.1466 -1.2098 3.5518 0.112
C -0.1295 3.8998 -1.3544 0.018
C -0.0323 2.4810 -1.9230 -0.486
O -0.1167 1.5770 -0.9002 -0.259
C -1.1991 2.2912 -2.9227 -0.564
F -2.3741 2.2931 -2.2682 0.137
F -1.1420 1.1172 -3.5853 0.122
F -1.2776 3.2479 -3.8557 0.156
C 1.3155 2.3512 -2.6771 -0.570
F 2.3352 2.5767 -1.8373 0.150
F 1.4994 1.1372 -3.2123 0.136
F 1.4330 3.2428 -3.6840 0.143
H -1.0819 3.9962 -0.8367 0.096
H -0.0523 4.6648 -2.1250 0.094
H 0.6717 4.0261 -0.6300 0.097
```

Values from the calculation:
**LUMO energy**: -0.045 Ha
**Energy**: -2208.68187 a.u.



A molecular structure, C20H13ClIN4OPt, computed with ωB97M-V/def2-TZVPD.

```
41
Properties=species:S:1:pos:R:3:lowdin_charge:R:1
Pt 0.0186 0.1827 -0.0609 1.235
Cl 1.4353 -2.8146 -5.9567 0.735
C 0.6902 -1.9300 -4.6935 -0.617
C -0.6325 -1.5278 -4.8263 -0.151
C -1.2448 -0.7864 -3.8333 -0.634
I -3.2439 -0.1903 -3.9424 0.948
C -0.5500 -0.4191 -2.6593 -0.460
O -1.0922 0.3043 -1.7421 -0.289
C 0.7775 -0.9090 -2.4964 -0.153
N 1.3626 -0.6405 -1.2935 -0.080
C 2.6127 -1.0899 -1.0863 -0.088
C 3.3167 -1.7970 -2.0405 -0.027
C 2.7338 -2.0943 -3.2634 0.019
C 1.4236 -1.6516 -3.5105 -0.166
H -1.1801 -1.8106 -5.7106 0.103
H 3.0557 -0.8759 -0.1254 0.109
H 4.3160 -2.1326 -1.8245 0.114
H 3.2612 -2.6690 -4.0046 0.099
C 2.9425 0.8171 2.9445 -0.016
C 2.8984 -0.3496 3.7287 -0.014
C 2.0043 -1.3339 3.4002 0.015
C 1.1437 -1.1966 2.2960 -0.168
N 1.2077 -0.0423 1.5506 -0.108
C 2.0800 0.9196 1.8832 -0.119
C 0.2057 -2.2212 1.9128 -0.204
C 0.0193 -3.4244 2.6246 0.009
C -0.9077 -4.3401 2.1903 -0.031
C -1.6644 -4.0705 1.0469 -0.015
C -1.4362 -2.8748 0.3934 -0.104
N -0.5393 -1.9973 0.8043 0.028
H 3.6330 1.6131 3.1648 0.118
H 3.5574 -0.4699 4.5711 0.122
H 1.9549 -2.2330 3.9889 0.111
H 2.0803 1.8026 1.2537 0.121
H 0.5952 -3.6269 3.5119 0.107
H -1.0529 -5.2583 2.7362 0.119
H -2.4042 -4.7606 0.6823 0.114
H -1.9973 -2.6042 -0.4909 0.122
N -2.1458 1.5260 1.6649 0.211
C -1.3142 1.0744 0.9983 -0.227
H -2.8786 1.9524 2.1882 0.113
```

Values from the calculation:
**LUMO energy**: -0.143 Ha
**Energy**: -1941.23019 a.u.
**Total charge**: +1